Record 1
An isolated molecule of C4H9N3O at a distorted geometry, computed with ωB97M-V/def2-TZVPD.

Cartesian coordinates (Å):
C 2.0002 0.9327 -0.6866
N -1.3818 -0.6011 0.0131
C 0.2002 -0.6793 0.1164
C 0.6193 0.4105 -0.5166
N -2.0900 -0.7643 1.2322
N 0.7725 -1.4501 1.0713
C -0.5820 1.1892 -1.0714
O -1.1936 2.0535 -0.4285
H -1.8058 -1.0796 -0.7834
H -1.5739 -0.2725 1.9691
H -2.9426 -0.1991 1.1513
H 0.0385 -1.8365 1.6654
H 1.4038 -2.1400 0.6761
H -0.5197 1.2207 -2.1779
H 1.9586 1.9789 -1.0109
H 2.5737 0.8740 0.2435
H 2.5225 0.3630 -1.4631

The HOMO-LUMO gap is 8.730 eV. The charge is 0. As for the maximum force: 5.1 eV/Å. The SMILES is C/C(C=O)=C(\N)NN. The LUMO energy comes out at 0.0294 hartree. As for the relative energy (zero: lowest compared OMol25 entry of this formula, charge and spin): 96.8 kcal/mol.


Record 2
A cluster of 5 separate species, C19H53N6O8P2S in total at a distorted geometry, computed with ωB97M-V/def2-TZVPD.

Cartesian coordinates (Å):
C -4.6528 0.0839 4.9154
N -3.2324 -0.3312 4.7458
C -2.9187 -0.4794 3.3151
P -1.3662 -1.3790 3.2826
S 0.1266 -0.2867 4.2082
O -0.8491 -1.6250 1.7287
C -1.5023 -0.9717 0.7921
N -2.0288 -0.2535 0.0653
P -1.6441 -3.4249 4.0593
O -2.9396 -3.8327 3.5260
O -1.4862 -3.4523 5.6100
O -0.4167 -4.2564 3.5494
H -5.0999 0.4023 3.9728
H -4.7286 0.8847 5.6452
H -5.2411 -0.7562 5.2817
H -2.6791 0.4552 5.0746
H -2.8573 0.4780 2.7919
H -3.6660 -1.1327 2.8566
H 1.1375 -0.4602 3.3365
H -2.1606 -2.9184 6.0651
H -0.3145 -4.1917 2.5760
C 4.1958 2.7559 4.0210
C 2.6889 2.9502 3.8959
C 2.2320 4.4098 4.0126
O 2.2216 4.9117 5.3309
C 3.4668 5.3901 5.8159
N 2.0115 2.0929 4.8826
H 4.5339 2.8494 5.0524
H 4.4790 1.7603 3.6790
H 4.7366 3.4844 3.4159
H 2.3974 2.6079 2.8969
H 1.1935 4.4676 3.6729
H 2.8209 5.0600 3.3542
H 4.0521 5.8575 5.0197
H 4.0510 4.5921 6.2794
H 3.2538 6.1382 6.5775
H 1.0088 2.1709 4.7318
H 2.1482 2.5171 5.7974
C -2.6404 1.4914 -4.8229
C -2.2738 2.9285 -4.4673
C -0.8347 3.0906 -3.9600
O -0.6308 2.6663 -2.6212
C -0.4193 1.2792 -2.4562
N -3.2630 3.4486 -3.5181
H -2.8187 0.8853 -3.9340
H -3.5563 1.4741 -5.4126
H -1.8519 1.0167 -5.4104
H -2.3501 3.5212 -5.3834
H -0.5920 4.1566 -3.9645
H -0.1184 2.5973 -4.6299
H 0.1444 0.8525 -3.2916
H -1.3622 0.7432 -2.3360
H 0.1611 1.1456 -1.5409
H -3.0914 4.4378 -3.3612
H -3.0815 3.0153 -2.6165
C 5.2845 3.5110 -6.4809
C 4.2832 3.6923 -5.3450
C 3.4017 2.4608 -5.0941
O 2.3576 2.2765 -6.0304
C 2.7284 1.6291 -7.2351
N 3.4937 4.9008 -5.5952
H 4.8070 3.5772 -7.4583
H 6.0414 4.2933 -6.4396
H 5.7921 2.5468 -6.4114
H 4.8561 3.8564 -4.4270
H 2.9022 2.5959 -4.1295
H 4.0087 1.5485 -5.0178
H 3.5009 0.8744 -7.0628
H 3.0761 2.3438 -7.9838
H 1.8396 1.1369 -7.6292
H 2.9010 5.0900 -4.7918
H 2.8406 4.6970 -6.3474
C -0.7077 -7.9098 0.9544
C -1.8087 -7.1333 1.6688
C -3.2283 -7.6082 1.3374
O -3.7038 -7.1908 0.0744
C -3.3074 -7.9942 -1.0250
N -1.6510 -5.6973 1.3920
H -0.6288 -7.6314 -0.0964
H 0.2584 -7.7046 1.4162
H -0.8839 -8.9846 1.0112
H -1.6669 -7.2829 2.7438
H -3.9121 -7.1637 2.0656
H -3.3112 -8.6970 1.4403
H -3.2428 -9.0493 -0.7462
H -2.3506 -7.6669 -1.4386
H -4.0649 -7.8841 -1.7995
H -2.3422 -5.1963 1.9429
H -1.9561 -5.5545 0.4308

The HOMO-LUMO gap is 6.111 eV. The charge is +1. As for the maximum force: 2.0 eV/Å. The LUMO energy comes out at -0.1623 hartree.


Record 3
An isolated molecule of C6H12O at a distorted geometry, computed with ωB97M-V/def2-TZVPD.

Cartesian coordinates (Å):
C 1.8989 -0.9446 -0.2799
C 1.2562 0.2687 0.2667
O 1.9797 0.7559 1.2957
C 0.1744 1.1419 -0.2072
C -1.1485 0.9034 0.5858
C -1.9069 -0.1952 -0.1708
C -0.9409 -1.2579 -0.5908
H 2.9892 -0.8096 -0.3467
H 1.4034 -1.1962 -1.2203
H 1.7178 -1.7948 0.3862
H 1.7169 1.6719 1.4838
H 0.4781 2.2009 -0.0947
H -0.0186 0.8943 -1.2567
H -0.9061 0.5322 1.5911
H -1.7260 1.8300 0.7090
H -2.3854 0.2690 -1.0453
H -2.7158 -0.5773 0.4703
H -1.0296 -1.5684 -1.6384
H -0.8367 -2.1241 0.0621

The HOMO-LUMO gap (alpha / beta) is 6.797 / 8.878 eV. The charge is 0. As for the maximum force: 1.7 eV/Å. The LUMO energy (alpha / beta) comes out at 0.0205 / 0.0306 hartree. As for the relative energy (zero: lowest compared OMol25 entry of this formula, charge and spin): 93.9 kcal/mol.


Record 4
A structure of composition C5H10N3 at a distorted geometry, computed with ωB97M-V/def2-TZVPD.

Cartesian coordinates (Å):
C 0.0957 1.1400 -1.2275
C -0.0141 1.8309 -0.0177
C 0.0213 -0.2699 -1.1439
C 0.1527 -1.1734 -2.3520
C -0.1030 0.9022 2.3746
N -0.1444 0.9636 0.9515
N 0.0431 -0.6687 0.1123
N -0.0756 -1.7642 0.7189
H 0.1994 1.6745 -2.1611
H -0.0166 2.9073 0.2104
H 1.0051 -1.7208 -2.2834
H -0.6903 -1.8052 -2.2779
H 0.2432 -0.5402 -3.2134
H -0.8528 0.2495 2.7060
H 0.7516 0.3702 2.4776
H -0.2945 1.9342 2.8027
H -1.0440 -1.9881 1.0771
H 0.7233 -2.0418 1.2459

The HOMO-LUMO gap (alpha / beta) is 7.034 / 7.432 eV. Its spin multiplicity is 3. The charge is +1. As for the maximum force: 6.0 eV/Å. The LUMO energy (alpha / beta) comes out at -0.1348 / -0.2392 hartree. As for the relative energy (zero: lowest compared OMol25 entry of this formula, charge and spin): 66.1 kcal/mol. As for the expectation value of S²: 2.058.